# 1
Here is C4H4LiO2Rb as an isolated structure from the Open Molecules 2025 dataset. Energies are from wB97M-V/def2-TZVPD.

Its multiplicity is 1. The LUMO energy (alpha / beta) is -1.867 / -1.868 eV. The value obtained for the frontier orbital gap (alpha / beta) is 2.694 / 2.696 eV. For the energy relative to the best compared isomer or geometry (same formula, charge and spin), the calculation gives 335.3 kJ/mol.

Geometry as XYZ:
```
12
Properties=species:S:1:pos:R:3:forces:R:3
H -1.44101 0.09148 2.11077 0.404 0.015 0.797
C 0.52461 -0.16979 -0.86654 0.287 -0.110 0.459
C 0.62071 1.26786 -0.40665 -0.762 -0.403 0.337
C -0.82637 1.02066 -0.23635 -0.063 0.988 -0.127
C -1.88191 0.64920 0.39531 2.491 -4.055 -1.075
O -2.59159 -0.40733 0.38926 -1.507 1.064 -0.264
O 0.82878 -1.18094 -0.14147 0.098 0.431 -0.548
H 0.39482 -0.32980 -1.95264 -0.294 0.209 0.280
H 0.88245 1.97678 -1.20421 0.032 -0.112 0.271
H 1.20989 1.37257 0.51605 -0.029 0.115 -0.129
Rb 4.09891 -2.46218 0.07914 -0.756 0.347 0.008
Li -1.81929 -1.82851 1.31735 0.097 1.510 -0.009
```
Positions in Å, forces in eV/Å.

# 2
Here is C4H4LiO2Tl as an isolated structure from the Open Molecules 2025 dataset. Energies are from wB97M-V/def2-TZVPD.

Its multiplicity is 2. The LUMO energy (alpha / beta) is -4.077 / -4.422 eV. The charge is +1. The value obtained for the frontier orbital gap (alpha / beta) is 7.579 / 7.216 eV. For the energy relative to the best compared isomer or geometry (same formula, charge and spin), the calculation gives 83.5 kJ/mol.

Geometry as XYZ:
```
12
Properties=species:S:1:pos:R:3:forces:R:3
H 1.45441 -0.83160 1.84778 0.060 -0.006 0.077
C -1.81100 -0.41705 0.14343 0.137 0.620 -0.647
C -0.38563 -0.50685 -0.11100 -0.278 0.487 -1.428
C 0.25199 0.57766 -0.60420 0.631 -0.019 1.842
C 1.27433 1.40690 -0.87945 -0.693 -1.875 -1.770
O 2.04515 2.04311 -0.07337 -1.219 0.588 -1.228
O -2.58054 -1.37964 0.18863 0.035 -0.638 0.175
Li -2.81697 -3.16136 -0.09954 -0.042 0.434 0.108
Tl 3.26465 1.77898 1.57218 1.420 -0.220 1.898
H -2.23028 0.60677 0.22240 0.142 -0.368 0.106
H 0.00834 -1.52687 -0.24183 0.137 0.378 0.455
H 1.52556 1.40995 -1.96503 -0.330 0.619 0.412
```
Positions in Å, forces in eV/Å.

# 3
Here is C4H4LiO5 as an isolated structure from the Open Molecules 2025 dataset. Energies are from wB97M-V/def2-TZVPD.

Its multiplicity is 1. The LUMO energy is 1.454 eV. The charge is -1. The value obtained for the frontier orbital gap is 5.632 eV. For the energy relative to the best compared isomer or geometry (same formula, charge and spin), the calculation gives 399.3 kJ/mol.

Geometry as XYZ:
```
14
Properties=species:S:1:pos:R:3:forces:R:3
O -1.58604 0.80525 1.84432 4.530 -0.725 0.876
C -2.77746 0.68418 1.15467 -2.185 -0.425 -1.049
O -2.87197 1.03996 0.01482 0.334 -0.107 0.366
Li -1.90399 -0.54322 2.75555 -0.819 -0.581 0.253
O 1.77596 -0.45402 -0.04559 -0.165 0.429 2.427
C 1.44473 -0.51939 -1.39139 -1.104 1.634 -2.685
C 0.76173 -0.68230 0.94316 0.050 -2.028 -0.163
O 2.24640 0.09982 -2.12232 0.196 -0.835 0.750
O 0.35004 -1.02191 -1.71019 0.266 -0.597 0.813
C -0.05843 0.55410 1.23404 -0.805 3.451 -1.586
H 1.33292 -0.98021 1.83573 -0.178 -0.017 -0.119
H 0.15150 -1.52996 0.60417 -0.077 0.140 0.037
H 0.54814 1.24918 1.83790 -0.563 -0.177 -0.181
H -0.28275 1.02499 0.26327 0.520 -0.161 0.260
```
Positions in Å, forces in eV/Å.

# 4
Here is C4H4LiO5Sm as an isolated structure from the Open Molecules 2025 dataset. Energies are from wB97M-V/def2-TZVPD.

Its multiplicity is 7. The LUMO energy (alpha / beta) is -4.143 / -4.178 eV. The charge is +1. The value obtained for the frontier orbital gap (alpha / beta) is 6.689 / 7.065 eV. For the energy relative to the best compared isomer or geometry (same formula, charge and spin), the calculation gives 0.0 kJ/mol.

Geometry as XYZ:
```
15
Properties=species:S:1:pos:R:3:forces:R:3
O -0.31964 0.34752 -2.26340 0.874 0.121 -0.009
C 0.37189 -0.29188 -1.45088 -1.994 0.100 -0.207
O 1.65048 -0.36366 -1.60340 1.140 0.125 -0.449
O -0.23305 -0.88384 -0.44139 0.113 0.185 -0.152
C 0.38449 -1.95443 0.34342 -0.044 -0.141 0.332
C 1.52137 -1.54118 1.25640 0.416 -0.404 0.387
H 0.73669 -2.71266 -0.37255 -0.130 0.149 0.173
H -0.48571 -2.36688 0.87254 0.200 0.149 -0.224
H 1.27059 -1.05713 2.21270 -0.634 0.137 -0.383
H 1.93346 -2.49520 1.63239 0.146 0.014 -0.247
O 3.03292 1.97061 3.86376 1.730 0.916 -0.842
O 3.87440 1.30613 1.83066 1.117 1.065 0.045
C 3.60687 1.78757 2.87116 -2.884 -1.886 0.905
Li 1.36944 0.80401 -3.22886 -0.802 -0.338 0.333
Sm 3.26802 -0.41736 -0.00991 0.749 -0.191 0.338
```
Positions in Å, forces in eV/Å.

# 5
Here is C4H4LiO5Y as an isolated structure from the Open Molecules 2025 dataset. Energies are from wB97M-V/def2-TZVPD.

Its multiplicity is 1. The LUMO energy is -10.881 eV. The charge is +2. The value obtained for the frontier orbital gap is 5.265 eV.

Geometry as XYZ:
```
15
Properties=species:S:1:pos:R:3:forces:R:3
O -0.35025 1.22611 -0.81926 2.790 -2.082 -0.554
C -1.10583 1.31909 0.23442 -0.604 -1.586 2.141
C -0.26519 -0.41201 -1.18061 -3.429 1.467 -3.002
O -1.00350 2.16954 1.10836 0.589 0.317 -0.738
O -1.87937 0.25608 0.42061 -0.235 0.348 -0.109
C -1.60527 -0.78251 -0.52760 0.066 -0.033 -0.197
H 0.33094 -1.31991 -1.32420 1.975 0.783 1.987
H -0.28632 -0.19531 -2.25397 -1.016 0.154 0.043
H -1.53550 -1.71507 0.04275 -0.065 0.278 -0.162
H -2.42120 -0.83738 -1.25525 0.130 0.008 0.151
O 2.08134 -1.56881 0.97972 2.657 -0.186 0.130
C 1.27285 -0.57836 0.93444 -0.993 -0.078 0.285
O 1.87075 0.58958 1.10107 2.902 0.804 0.410
Li 0.95674 2.21820 1.32585 -1.075 0.436 -0.103
Y 3.93980 -0.36923 1.21366 -3.691 -0.631 -0.280
```
Positions in Å, forces in eV/Å.

# 6
Here is C4H4LiORb as an isolated structure from the Open Molecules 2025 dataset. Energies are from wB97M-V/def2-TZVPD.

Its multiplicity is 2. The LUMO energy (alpha / beta) is -5.291 / -5.288 eV. The charge is +1. The value obtained for the frontier orbital gap (alpha / beta) is 5.391 / 4.949 eV. For the energy relative to the best compared isomer or geometry (same formula, charge and spin), the calculation gives 0.0 kJ/mol.

Geometry as XYZ:
```
11
Properties=species:S:1:pos:R:3:forces:R:3
C 2.22078 -1.26639 -1.06861 -0.444 0.352 0.230
C 2.78817 -1.15900 0.05987 -0.463 0.320 -0.039
O -1.92132 -0.38856 -0.02278 -0.888 0.393 -0.119
C -1.73667 -1.65084 0.67432 0.808 -0.406 0.133
C -1.70739 -1.65337 -0.78315 -0.432 0.390 -0.705
H -2.62852 -2.00821 1.19147 0.248 -0.029 -0.167
H -0.79658 -1.71450 1.22678 -0.235 0.026 -0.190
H -2.59048 -2.00551 -1.31926 0.026 0.129 0.265
H -0.84016 -1.57134 -1.44000 0.344 -0.399 0.781
Li -3.60538 0.52288 -0.00586 0.331 -0.218 -0.043
Rb 0.82428 1.46018 0.08055 0.706 -0.560 -0.147
```
Positions in Å, forces in eV/Å.

# 7
Here is an isolated ion of composition C4H4N and charge +1 from the Open Molecules 2025 dataset. Energies are from wB97M-V/def2-TZVPD.

Its multiplicity is 1. The LUMO energy (alpha / beta) is -6.288 / -6.590 eV. The charge is +1. The value obtained for the frontier orbital gap (alpha / beta) is 7.984 / 7.643 eV. For the energy relative to the best compared isomer or geometry (same formula, charge and spin), the calculation gives 380.8 kJ/mol.

Geometry as XYZ:
```
9
Properties=species:S:1:pos:R:3:forces:R:3
C -0.95568 2.13700 -1.10596 -0.981 1.164 -2.093
C 1.30784 -1.09959 0.66891 0.500 -2.313 -5.004
C -0.54377 0.09068 0.19432 -0.615 0.670 0.560
C -0.09523 -0.95053 0.91390 -1.854 1.454 2.205
N -0.86954 1.19752 -0.43585 1.523 -4.123 2.140
H -1.49999 2.60997 -1.94486 0.460 0.160 0.964
H 2.02755 -0.40568 0.19268 -0.482 0.340 1.206
H -0.61165 -1.64501 1.75672 0.674 1.621 -2.617
H 1.24047 -1.93435 -0.23985 0.775 1.026 2.638
```
Positions in Å, forces in eV/Å.

# 8
Here is an isolated ion of composition C4H4N and charge +1 from the Open Molecules 2025 dataset. Energies are from wB97M-V/def2-TZVPD.

Its multiplicity is 1. The LUMO energy (alpha / beta) is -7.270 / -6.929 eV. The charge is +1. The value obtained for the frontier orbital gap (alpha / beta) is 7.070 / 6.978 eV. For the energy relative to the best compared isomer or geometry (same formula, charge and spin), the calculation gives 240.2 kJ/mol.

Geometry as XYZ:
```
9
Properties=species:S:1:pos:R:3:forces:R:3
C 3.43956 0.04341 0.06315 0.907 -0.383 -0.248
C -0.31975 -0.23882 0.13054 -0.188 -1.630 -0.102
C 1.06273 -0.09680 0.24880 -2.814 1.389 -0.207
C -1.63730 0.26890 0.11015 2.890 0.359 0.373
N 2.23873 0.10618 -0.01351 -0.993 -0.264 0.620
H 4.28440 0.47450 -0.42349 0.430 0.417 -0.119
H -0.36060 -1.35215 0.10446 -0.173 0.151 -0.205
H -1.86532 1.25824 0.47304 -0.022 0.213 -0.198
H -2.43694 -0.38033 -0.19542 -0.037 -0.252 0.086
```
Positions in Å, forces in eV/Å.

# 9
Here is C4H4N2 in the gas phase from the Open Molecules 2025 dataset. Energies are from wB97M-V/def2-TZVPD.

Its multiplicity is 1. The LUMO energy (alpha / beta) is -1.630 / -0.530 eV. The value obtained for the frontier orbital gap (alpha / beta) is 7.527 / 7.903 eV. For the energy relative to the best compared isomer or geometry (same formula, charge and spin), the calculation gives 630.7 kJ/mol.

Geometry as XYZ:
```
10
Properties=species:S:1:pos:R:3:forces:R:3
C 1.63636 -0.99606 0.18233 0.086 -0.338 0.956
C 0.40202 -0.41311 0.62020 0.445 -0.418 0.701
C -0.48615 0.70253 -1.47399 0.554 -0.250 -0.255
C -1.53235 0.99553 -0.41601 -0.562 0.240 0.767
N 2.11987 -0.90734 -0.95914 0.396 -0.029 -0.686
N -0.32221 0.27041 -0.23516 -1.066 0.828 -0.952
H 2.16539 -1.55663 0.97022 0.148 -0.021 -0.204
H 0.06170 -0.50595 1.64196 -0.015 0.015 -0.084
H -1.58616 1.97924 0.04347 0.045 0.047 -0.095
H -2.45846 0.43138 -0.37387 -0.030 -0.074 -0.147
```
Positions in Å, forces in eV/Å.

# 10
Here is C4H4N2 as an isolated structure from the Open Molecules 2025 dataset. Energies are from wB97M-V/def2-TZVPD.

Its multiplicity is 1. The LUMO energy is -0.529 eV. The value obtained for the frontier orbital gap is 10.867 eV. For the energy relative to the best compared isomer or geometry (same formula, charge and spin), the calculation gives 367.4 kJ/mol.

Geometry as XYZ:
```
10
Properties=species:S:1:pos:R:3:forces:R:3
C -0.90064 -0.52540 0.00362 -0.994 1.277 0.518
C 0.48821 0.09951 0.22956 0.142 0.453 -0.087
C 1.65641 -0.65439 -0.23659 0.754 -0.222 -0.642
N 2.57428 -1.28285 -0.55254 -1.010 0.630 0.335
C 0.15091 1.48863 -0.20149 -1.020 0.357 0.465
N -0.84709 2.07470 -0.04163 1.761 1.166 -0.838
H -1.52153 0.59107 0.48582 0.427 -4.464 0.183
H -0.81262 -1.65392 0.01277 -0.933 1.221 1.136
H -1.38436 -0.29343 -0.93119 0.775 -0.069 -0.966
H 0.62420 0.26431 1.30502 0.097 -0.350 -0.104
```
Positions in Å, forces in eV/Å.

Max |F|: 0.0949; 0.0519; 0.0908; 0.0693; 0.0931; 0.0190; 0.1077; 0.0611; 0.0321; 0.0873 (hartree/bohr)